10
Properties=species:S:1:pos:R:3:forces:R:3 method="wB97M-V/def2-TZVPD" homo_energy_ev=-14.38 de_lowest_ev=2.575 charge=+1 e_tot_ha=-423.68287 mol_weight_g_mol=108.986 lumo_ev=-6.29
H 0.788881 -1.436113 1.749332 -0.4 0.0 0.0
C -0.753496 -0.019374 1.510403 2.1 2.3 4.0
C 0.271660 -0.923487 0.921492 -2.5 -0.7 -1.2
O 1.054744 -0.319100 0.008714 0.4 0.8 0.3
C 2.576048 -0.686245 -0.072967 -1.1 -3.5 -4.7
O 2.792756 -1.857843 0.244813 -0.4 0.3 2.4
O 3.054695 -0.168052 -1.083224 -0.1 1.9 0.9
O -1.204875 0.572244 2.356307 -0.8 -0.7 -1.8
Li 2.873028 -1.961536 -1.975388 0.4 0.5 0.7
H -0.706935 -1.513593 0.561345 2.4 -0.9 -0.5